Density functional theory data (ωB97M-V/def2-TZVPD) for C28H24BF4N3PSm as an isolated structure in a non-equilibrium geometry.

Last column: Mulliken charge in e.
Cartesian coordinates (Å):
Sm (-0.083, -0.126, -1.082)  1.2077
N (-2.522, -0.097, -3.689)  0.0362
C (-1.650, 0.975, -3.746)  0.8409
C (-1.467, 1.576, -4.997)  -0.6640
C (-0.576, 2.612, -5.123)  -0.6299
C (0.104, 3.066, -3.991)  -0.9129
C (-0.144, 2.447, -2.798)  0.1424
N (-1.003, 1.403, -2.652)  -0.1320
C (-2.879, -0.999, -2.707)  0.7675
C (-3.911, -1.898, -3.008)  -0.8670
C (-4.290, -2.828, -2.073)  -0.4177
C (-3.649, -2.847, -0.831)  -0.9752
C (-2.653, -1.939, -0.609)  0.0049
N (-2.246, -1.024, -1.525)  -0.1479
H (-3.001, -0.254, -4.561)  0.1684
H (-2.004, 1.202, -5.858)  0.4261
H (-0.397, 3.066, -6.089)  0.4531
H (0.810, 3.882, -4.046)  0.4855
H (0.347, 2.796, -1.894)  0.3467
H (-4.403, -1.849, -3.971)  0.4306
H (-5.080, -3.532, -2.294)  0.4557
H (-3.932, -3.550, -0.062)  0.4703
H (-2.148, -1.900, 0.353)  0.4881
C (-0.555, -1.567, 5.928)  -0.5570
C (-0.289, -0.218, 5.758)  -0.7091
C (-0.089, 0.306, 4.489)  -0.4865
C (-0.139, -0.536, 3.382)  1.0615
C (-0.460, -1.884, 3.552)  -0.4155
C (-0.655, -2.399, 4.822)  -0.8916
P (0.145, 0.037, 1.676)  0.8648
C (0.682, 1.775, 1.715)  0.1559
C (0.026, 2.649, 0.843)  -0.9510
C (0.323, 4.004, 0.839)  -0.8553
C (1.285, 4.492, 1.709)  -0.6445
C (1.968, 3.628, 2.556)  -0.8527
C (1.679, 2.273, 2.556)  -0.2276
C (1.670, -0.874, 1.147)  0.8319
C (1.490, -2.220, 0.796)  -0.1210
C (2.555, -2.975, 0.331)  -0.9057
C (3.803, -2.387, 0.185)  -0.6680
C (3.988, -1.052, 0.515)  -0.7959
C (2.930, -0.292, 0.992)  -0.3954
H (-0.705, -1.970, 6.921)  0.4149
H (-0.241, 0.439, 6.616)  0.4227
H (0.074, 1.367, 4.375)  0.4773
H (-0.557, -2.537, 2.694)  0.2009
H (-0.893, -3.447, 4.944)  0.4304
H (-0.792, 2.277, 0.226)  1.0557
H (-0.198, 4.678, 0.171)  0.4857
H (1.500, 5.552, 1.730)  0.4492
H (2.725, 4.014, 3.225)  0.4584
H (2.223, 1.605, 3.212)  0.6509
H (0.513, -2.681, 0.906)  0.1496
H (2.408, -4.016, 0.072)  0.4618
H (4.631, -2.970, -0.195)  0.4329
H (4.962, -0.595, 0.397)  0.4656
H (3.090, 0.746, 1.244)  0.5142
F (2.689, -1.771, -3.115)  -0.2438
B (1.619, -1.131, -2.706)  0.5607
F (0.714, -1.952, -1.868)  -0.3020
F (0.741, -0.553, -3.606)  -0.2215
F (1.918, 0.002, -1.777)  -0.2783

Output
HOMO level (spin up / spin down) = -14.29 / -14.28 eV
multiplicity = 6
charge = +2
relative energy (zero: lowest compared OMol25 entry of this formula, charge and spin) = 16.79 kcal per mole
LUMO level (spin up / spin down) = -7.164 / -5.902 eV
E = -72629.602 eV

***

Density functional theory data (ωB97M-V/def2-TZVPD) for C28H24CdF6N5S2Si as an isolated structure in a non-equilibrium geometry.

Last column: Mulliken charge in e.
Cartesian coordinates (Å):
Cd (-0.896, -1.255, 0.100)  1.2286
C (3.366, -2.837, -1.241)  -1.1459
Si (2.268, -1.281, -0.989)  0.1712
C (1.118, -1.106, -2.502)  -1.1632
C (3.403, 0.269, -1.091)  -1.1627
N (1.277, -1.293, 0.411)  0.3156
C (1.727, -1.318, 1.685)  0.4456
C (3.077, -1.525, 2.045)  -0.3426
C (3.505, -1.550, 3.353)  -1.0605
C (2.615, -1.396, 4.405)  -0.4468
C (1.284, -1.156, 4.105)  -0.7266
C (0.880, -1.095, 2.793)  0.6191
F (-0.446, -0.740, 2.583)  -0.4344
H (3.879, -2.821, -2.197)  0.3718
H (2.761, -3.737, -1.206)  0.2352
H (4.118, -2.929, -0.465)  0.3659
H (1.708, -1.035, -3.411)  0.3723
H (0.511, -0.204, -2.437)  0.2903
H (0.448, -1.952, -2.615)  0.2564
H (4.033, 0.223, -1.975)  0.4279
H (4.048, 0.366, -0.224)  0.3477
H (2.812, 1.178, -1.152)  0.2620
H (3.788, -1.658, 1.247)  0.1467
H (4.556, -1.698, 3.558)  0.3995
H (2.950, -1.431, 5.431)  0.3713
H (0.542, -1.010, 4.876)  0.4210
S (-3.213, -0.649, -0.870)  -0.4874
C (-3.167, 1.029, -0.522)  0.3011
N (-4.300, 1.656, -0.298)  -1.0167
N (-4.405, 2.998, -0.259)  0.2328
C (-3.918, 3.953, -1.121)  0.7854
C (-4.143, 5.306, -0.831)  -0.5936
C (-3.758, 6.290, -1.721)  -0.4891
C (-3.154, 5.956, -2.924)  -0.5960
C (-2.908, 4.621, -3.206)  -0.5987
C (-3.267, 3.630, -2.317)  -0.1764
N (-2.043, 1.771, -0.409)  -0.1174
N (-0.928, 1.290, -0.028)  0.3156
C (0.014, 2.277, 0.240)  -0.7950
C (1.194, 1.946, 0.907)  0.3643
C (2.103, 2.934, 1.239)  -0.6558
C (1.857, 4.257, 0.905)  -0.4665
C (0.696, 4.587, 0.220)  -0.7320
C (-0.215, 3.613, -0.116)  -0.0877
H (-5.109, 3.310, 0.399)  0.2127
H (-4.620, 5.573, 0.102)  0.3504
H (-3.937, 7.328, -1.478)  0.3596
H (-2.884, 6.722, -3.635)  0.3840
H (-2.432, 4.345, -4.135)  0.3895
H (-3.066, 2.597, -2.546)  0.4419
H (1.385, 0.921, 1.165)  0.5290
H (3.005, 2.660, 1.769)  0.4500
H (2.560, 5.032, 1.176)  0.3790
H (0.489, 5.615, -0.041)  0.4123
H (-1.126, 3.866, -0.637)  0.3001
F (0.109, -8.444, -0.709)  -0.3223
C (-0.346, -7.275, -0.211)  0.5688
C (-0.066, -6.069, -0.848)  -0.1252
F (0.656, -6.065, -1.985)  -0.3310
C (-0.535, -4.883, -0.319)  -0.1708
F (-0.270, -3.730, -0.991)  -0.2241
C (-1.290, -4.806, 0.868)  0.3826
S (-1.855, -3.346, 1.531)  -0.5575
C (-1.571, -6.056, 1.470)  0.2694
F (-2.305, -6.101, 2.594)  -0.3380
C (-1.124, -7.251, 0.944)  0.1992
F (-1.444, -8.413, 1.546)  -0.3118

Output
HOMO level (spin up / spin down) = -4.68 / -4.68 eV
charge = -1
relative energy (zero: lowest compared OMol25 entry of this formula, charge and spin) = 0.00 kcal per mole
LUMO level (spin up / spin down) = 1.129 / 1.129 eV
E = -87295.219 eV

***

Density functional theory data (ωB97M-V/def2-TZVPD) for C28H24Cl2IrN6O3 as an isolated structure in a non-equilibrium geometry.

Last column: Mulliken charge in e.
Cartesian coordinates (Å):
Ir (0.892, -0.475, -1.640)  1.1492
Cl (4.309, 5.400, -2.123)  -0.1830
C (3.928, 3.721, -2.045)  0.1330
C (2.596, 3.339, -1.981)  -0.8680
C (2.272, 1.990, -1.924)  0.1489
N (0.961, 1.472, -1.878)  -0.0042
C (-0.205, 2.171, -1.919)  0.5398
O (-0.357, 3.376, -1.975)  -0.7147
C (-1.405, 1.242, -1.920)  0.5631
C (-2.664, 1.757, -2.166)  -0.6854
C (-3.741, 0.887, -2.236)  -0.4637
C (-3.520, -0.472, -2.042)  -0.8815
C (-2.232, -0.914, -1.794)  0.1022
N (-1.188, -0.082, -1.739)  -0.2741
C (3.288, 1.023, -1.925)  0.0622
C (4.620, 1.415, -1.984)  -0.7998
C (4.934, 2.764, -2.046)  0.0882
Cl (6.592, 3.231, -2.127)  -0.1842
N (2.836, -0.312, -1.859)  -0.2455
C (3.597, -1.439, -1.806)  0.6513
O (4.807, -1.523, -1.868)  -0.7030
C (2.741, -2.679, -1.623)  0.3455
C (3.346, -3.919, -1.551)  -0.6817
C (2.552, -5.042, -1.381)  -0.3409
C (1.176, -4.881, -1.289)  -0.8644
C (0.642, -3.607, -1.372)  0.2373
N (1.401, -2.523, -1.535)  -0.1329
H (1.817, 4.086, -1.980)  0.6967
H (-2.760, 2.823, -2.311)  0.5500
H (-4.734, 1.258, -2.443)  0.4729
H (-4.326, -1.189, -2.090)  0.4983
H (-2.020, -1.964, -1.646)  0.1503
H (5.405, 0.675, -1.991)  0.6777
H (4.422, -3.968, -1.632)  0.4977
H (2.996, -6.025, -1.320)  0.4620
H (0.516, -5.724, -1.153)  0.4373
H (-0.424, -3.442, -1.302)  0.2190
C (-4.368, -1.031, 3.594)  -1.0707
C (-3.582, 0.188, 4.047)  -0.8374
N (-2.426, 0.469, 3.196)  0.2336
C (-2.491, 1.634, 2.325)  -0.9283
C (-3.491, 1.478, 1.193)  -0.7390
C (-1.322, -0.274, 3.402)  0.2762
O (-1.226, -1.114, 4.278)  -0.6088
C (-0.119, -0.069, 2.514)  0.0110
C (1.093, 0.273, 3.108)  -0.4743
C (2.227, 0.353, 2.323)  -1.2309
C (2.135, 0.045, 0.980)  0.3017
N (0.977, -0.324, 0.413)  -0.1776
C (-0.133, -0.355, 1.165)  0.0192
H (-5.243, -1.166, 4.227)  0.3848
H (-3.753, -1.927, 3.672)  0.3212
H (-4.708, -0.927, 2.564)  0.2510
H (-3.222, 0.040, 5.067)  0.4417
H (-4.206, 1.083, 4.040)  0.4188
H (-1.496, 1.834, 1.929)  0.4735
H (-2.757, 2.501, 2.936)  0.3549
H (-3.226, 0.639, 0.548)  0.0387
H (-3.516, 2.387, 0.592)  0.4280
H (-4.497, 1.305, 1.573)  0.4026
H (1.129, 0.466, 4.172)  0.5551
H (3.183, 0.629, 2.739)  0.5029
H (3.008, 0.065, 0.350)  0.3727
H (-1.044, -0.652, 0.668)  0.6242

Output
HOMO level = -10.49 eV
charge = +1
LUMO level = -4.395 eV
E = -72389.465 eV